An isolated molecule of C15H19NO5. Source: the OMol25 dataset; level of theory: ωB97M-V/def2-TZVPD.

```
! RIJCOSX wB97M-V def2-TZVPD def2/J DEFGRID3
* xyz 0 1
C 5.50683 1.80855 -0.22507
C 4.77996 0.48393 -0.36644
O 3.40570 0.68926 -0.05048
C 2.60403 -0.38951 -0.18478
O 3.03252 -1.46242 -0.55094
C 1.21324 -0.13030 0.15028
C 0.58674 1.04823 0.51424
C 1.13406 2.41763 0.67800
N -0.74074 0.80742 0.74041
C -1.71669 1.82395 1.03620
O -1.88379 2.73009 -0.02638
C -2.54378 2.21614 -1.16741
C -4.06250 2.07228 -0.98000
O -4.44558 0.88563 -0.32846
C -1.00406 -0.53296 0.52529
C -2.17880 -1.26293 0.64762
C -2.13351 -2.61129 0.36548
C -0.93924 -3.23438 -0.02206
O -0.98957 -4.57170 -0.28472
C 0.23718 -2.51564 -0.12743
C 0.20468 -1.15368 0.15031
H 5.08934 2.54142 -0.91090
H 6.56067 1.67265 -0.45007
H 5.40542 2.18418 0.78985
H 5.19167 -0.27039 0.31435
H 4.85639 0.09306 -1.38788
H 1.16501 2.68356 1.73576
H 2.14151 2.46243 0.28106
H 0.50085 3.14057 0.16663
H -1.37663 2.43735 1.87808
H -2.66080 1.33384 1.29620
H -2.34712 2.94860 -1.95325
H -2.10801 1.25123 -1.46320
H -4.54829 2.14469 -1.96200
H -4.42210 2.88862 -0.34948
H -4.22365 0.13095 -0.88687
H -3.10582 -0.80708 0.95863
H -3.01957 -3.22042 0.44479
H -0.10770 -4.88010 -0.52607
H 1.16607 -2.98430 -0.41412
*
```

Its energy above the lowest of the compared OMol25 structures with the same formula, charge and spin is 1.603 eV. Its SMILES is CCOC(=O)c1c(C)n(COCCO)c2ccc(O)cc12. The calculation puts the orbital gap at 8.6701 eV. The calculation puts the HOMO energy at -7.943 eV.

Results of the natural (NBO) charge analysis, in e, for atoms 1 through 5: -0.623, -0.068, -0.527, 0.797, -0.618

A cluster of 2 separate species, C35H31N2O in total. Source: the OMol25 dataset; level of theory: ωB97M-V/def2-TZVPD.

```
! RIJCOSX wB97M-V def2-TZVPD def2/J DEFGRID3
* xyz 1 1
C 5.01253 -1.60708 -2.92158
C 4.85350 -0.21586 -2.92731
C 3.58331 0.34309 -2.77953
C 2.46478 -0.47794 -2.57279
C 1.14504 0.17795 -2.24980
C -0.01849 -0.57166 -2.57173
N -1.30181 -0.07042 -2.66808
C -1.52653 1.26229 -2.91105
C -2.81306 1.75785 -2.97743
C -3.90343 0.90443 -2.85860
C -3.70525 -0.47488 -2.76964
C -2.37602 -0.98403 -2.73905
C -2.13434 -2.35556 -2.68849
C -3.20334 -3.25354 -2.61478
C -4.52080 -2.76830 -2.57001
C -4.77000 -1.40968 -2.64766
O 1.10440 1.31837 -1.72408
C 2.62002 -1.87459 -2.64895
C 3.89394 -2.44049 -2.79734
H 6.00601 -2.04605 -3.01027
H 5.71768 0.44408 -3.02621
H 3.45308 1.42440 -2.80711
H 0.17201 -1.42210 -3.23648
H -0.65225 1.89527 -3.03098
H -2.94181 2.82754 -3.09167
H -4.91607 1.29838 -2.83703
H -1.11145 -2.74163 -2.68105
H -2.99983 -4.31674 -2.57515
H -5.34598 -3.47158 -2.47465
H -5.78229 -1.01189 -2.60071
H 1.74328 -2.51922 -2.57233
H 4.00380 -3.52863 -2.79184
C -1.05834 -0.95160 5.60042
C -0.08596 -0.81264 4.50279
N 1.07712 -1.51375 4.49183
C 1.40857 -2.56080 5.44736
C 1.84834 -1.17602 3.36950
C 1.10522 -0.22669 2.62680
C 1.57924 0.21031 1.40311
C 2.80728 -0.26991 0.94482
C 3.51525 -1.24368 1.66219
C 3.03817 -1.71909 2.89925
C -0.15098 0.01286 3.32940
C -1.22370 0.78476 2.88602
C -1.17600 1.87589 1.96421
C -0.07474 2.77230 1.84313
C -0.07620 3.75803 0.87126
C -1.16014 3.88290 -0.00847
C -1.04872 4.78345 -1.19515
C -2.31176 3.11387 0.20225
C -2.33727 2.15679 1.19551
H -1.84845 -0.21015 5.45931
H -1.51485 -1.95282 5.60241
H -0.60156 -0.78646 6.58853
H 2.34979 -3.01098 5.13530
H 1.51897 -2.17191 6.46706
H 0.63342 -3.33835 5.46522
H 0.98037 0.91604 0.82696
H 3.20386 0.12083 0.01133
H 4.43946 -1.63177 1.24635
H 3.55645 -2.48366 3.47381
H -2.21060 0.53929 3.30352
H 0.75592 2.69997 2.55193
H 0.77816 4.42949 0.74954
H -2.01047 4.85537 -1.71578
H -0.72413 5.78975 -0.89729
H -0.30061 4.38843 -1.90034
H -3.17776 3.27021 -0.44711
H -3.25402 1.60797 1.41636
*
```

The calculation puts the orbital gap at 4.7730 eV. The calculation puts the HOMO energy at -9.207 eV.

Results of the natural (NBO) charge analysis, in e, for atoms 1 through 5: -0.207, -0.217, -0.207, -0.046, 0.436

A structure of composition C22H23BrClIN4O8Zr. Source: the OMol25 dataset; level of theory: ωB97M-V/def2-TZVPD.

```
! RIJCOSX wB97M-V def2-TZVPD def2/J DEFGRID3
* xyz 2 1
Zr -1.30455 -0.40303 -0.59608
C -1.33244 3.93595 -1.72918
C -0.06524 3.28572 -1.27078
N 0.89393 4.03827 -0.77417
C 2.06931 3.49303 -0.42762
C 2.37004 2.15925 -0.57858
C 3.73710 1.62713 -0.21843
O 4.37405 0.97703 -1.30693
C 1.34686 1.32028 -1.07251
C 1.63148 -0.06543 -1.41985
N 0.72184 -0.97242 -1.46795
C 1.02185 -2.28235 -1.94969
C 2.15317 -2.97670 -1.54346
C 2.39659 -4.24846 -2.03926
C 1.50941 -4.83134 -2.93259
C 0.37260 -4.14645 -3.34012
C 0.13599 -2.87875 -2.84228
I -1.53161 -1.78524 -3.48719
C 0.10276 1.88448 -1.39423
O -0.91409 1.13265 -1.84257
H -1.27022 5.00562 -1.55060
H -2.20395 3.53018 -1.21348
H -1.48621 3.75811 -2.79511
H 2.80769 4.17880 -0.02724
H 3.65753 0.87348 0.56957
H 4.34695 2.43966 0.18031
H 4.79038 1.63051 -1.87902
H 2.66505 -0.30175 -1.67123
H 2.84064 -2.52172 -0.83996
H 3.28065 -4.78594 -1.72521
H 1.69762 -5.82401 -3.31725
H -0.31544 -4.60042 -4.03989
O -4.74997 4.30501 2.05171
C -3.92068 3.38489 1.59012
C -2.61508 3.19288 2.05757
C -1.85272 2.19449 1.50475
N -2.29740 1.39959 0.51880
C -3.53755 1.61869 0.07987
Br -4.03276 0.48888 -1.36846
C -4.39616 2.56398 0.55958
H -4.36474 4.84200 2.75663
H -2.20641 3.81696 2.84081
H -0.83783 2.02242 1.83603
H -5.39432 2.69360 0.16674
O -3.98976 -2.98674 -0.00652
Cl -2.79471 -2.62738 0.63007
O -2.43239 -3.41990 1.72721
O -2.80746 -1.18401 0.99539
O -1.67591 -2.60660 -0.38428
C 0.81721 -3.00253 2.03905
N 1.07091 -1.69890 2.65691
C 1.82316 -1.71601 3.91372
C 0.60950 -0.58543 2.16939
O -0.10481 -0.49574 1.12913
H 0.14986 -3.58124 2.67639
H 1.76464 -3.53027 1.94405
H 0.36463 -2.87892 1.06216
H 2.75783 -2.25283 3.76539
H 1.23777 -2.22323 4.67893
H 2.03997 -0.70064 4.23605
H 0.87549 0.32082 2.71538
*
```

Its energy above the lowest of the compared OMol25 structures with the same formula, charge and spin is 2.095 eV. The calculation puts the orbital gap at 7.7940 eV. The calculation puts the HOMO energy at -14.278 eV.

Results of the natural (NBO) charge analysis, in e, for atoms 1 through 5: 2.108, -0.648, 0.203, -0.361, 0.019

An isolated molecule of C5H6O. Source: the OMol25 dataset; level of theory: ωB97M-V/def2-TZVPD.

```
! RIJCOSX wB97M-V def2-TZVPD def2/J DEFGRID3
* xyz 0 1
C -1.46906 -0.94439 0.28112
C -0.20516 -0.73192 -0.03211
C -1.97184 1.22799 -0.32024
C 2.01902 0.21266 0.23427
C 0.93914 -0.45740 -0.53613
O -2.37468 0.06687 0.06905
H -2.00212 -1.74646 0.77547
H -3.02569 1.87839 -0.39157
H 2.64101 0.87451 -0.31518
H 2.49242 -0.43694 0.83798
H 1.59039 0.77806 0.96431
H 1.36658 -0.72137 -1.56697
*
```

Its energy above the lowest of the compared OMol25 structures with the same formula, charge and spin is 5.717 eV. The calculation puts the orbital gap at 8.9105 eV. The calculation puts the HOMO energy at -8.504 eV.

Results of the natural (NBO) charge analysis, in e, for atoms 1 through 5: 0.016, 0.018, 0.095, -0.636, -0.185

A cluster of 5 separate species, C2H15N2O4 in total. Source: the OMol25 dataset; level of theory: ωB97M-V/def2-TZVPD.

```
! RIJCOSX wB97M-V def2-TZVPD def2/J DEFGRID3
* xyz 1 1
C -0.99845 -1.21373 -2.77996
N -1.25655 -0.47300 -1.51210
C -0.22669 0.09556 -0.92988
N -0.25435 0.62506 0.27146
H -0.71464 -2.22967 -2.47183
H -0.25213 -0.75396 -3.38563
H -1.98957 -1.33046 -3.26625
H -2.22373 -0.41083 -1.23452
H 0.75246 0.26239 -1.40536
H -1.13968 0.52410 0.77849
H 0.58828 0.72913 0.82268
H -2.91232 -1.74414 1.79015
H -2.56850 -2.41269 0.51704
O -2.51550 -1.53765 0.92536
H -0.85894 3.06924 2.83315
H 0.33404 3.56086 2.33724
O -0.26465 2.83144 2.09940
H 3.10600 0.63122 0.38838
H 2.54266 1.99464 -0.02543
O 2.41347 1.04396 -0.13903
H 2.69693 -2.34313 0.74179
H 3.15404 -1.26814 1.69017
O 2.50281 -1.43263 0.99224
*
```

Its energy above the lowest of the compared OMol25 structures with the same formula, charge and spin is 0.685 eV. The calculation puts the orbital gap at 11.4087 eV. The calculation puts the HOMO energy at -13.870 eV.

Results of the natural (NBO) charge analysis, in e, for atoms 1 through 5: -0.411, -0.541, 0.386, -0.694, 0.211